1.
Computed, not measured: a molecular structure, C26H24AuN4OP, with ωB97M-V/def2-TZVPD.

Last column: Mulliken charge in e.
Atoms and positions in Å:
Au 2.176 1.346 0.736  0.352
C 3.503 1.809 -2.532  -1.495
C 3.339 0.304 -2.703  0.452
C 1.958 -0.037 -3.259  -1.129
C 3.639 -0.458 -1.397  -0.115
C 3.722 -1.983 -1.577  -0.572
O 2.669 -2.512 -0.741  -0.419
C 2.089 -1.482 -0.122  0.812
N 2.563 -0.323 -0.400  -0.332
C 1.023 -1.849 0.834  -0.208
C 1.318 -2.933 1.664  -0.778
C 0.406 -3.355 2.614  -0.681
C -0.825 -2.724 2.704  -0.857
C -1.128 -1.679 1.851  -0.087
C -0.209 -1.197 0.920  0.656
P -0.709 0.090 -0.304  0.328
C -2.205 -0.775 -0.908  0.579
C -3.503 -0.484 -0.506  -0.259
C -4.574 -1.205 -1.014  -0.724
C -4.359 -2.227 -1.924  -0.485
C -3.065 -2.526 -2.332  -0.607
C -2.000 -1.797 -1.834  -0.478
C -1.431 1.469 0.652  0.276
C -1.428 1.628 2.036  -0.558
C -1.993 2.757 2.618  -0.800
C -2.563 3.739 1.824  -0.633
C -2.551 3.601 0.444  -0.632
C -1.980 2.483 -0.134  -0.406
H 3.346 2.321 -3.481  0.427
H 4.499 2.064 -2.169  0.391
H 2.773 2.204 -1.824  0.219
H 4.098 -0.045 -3.415  0.279
H 1.176 0.353 -2.609  -0.007
H 1.798 -1.112 -3.359  0.342
H 1.831 0.402 -4.248  0.526
H 4.553 -0.062 -0.947  0.541
H 4.663 -2.419 -1.244  0.298
H 3.508 -2.300 -2.598  0.380
H 2.269 -3.435 1.564  0.491
H 0.649 -4.180 3.268  0.402
H -1.557 -3.053 3.428  0.429
H -2.113 -1.235 1.893  0.511
H -3.685 0.311 0.205  0.304
H -5.579 -0.966 -0.694  0.403
H -5.195 -2.789 -2.317  0.372
H -2.889 -3.318 -3.046  0.401
H -0.994 -2.026 -2.172  0.301
H -0.964 0.902 2.686  0.680
H -1.970 2.856 3.693  0.633
H -3.003 4.617 2.276  0.406
H -2.977 4.372 -0.184  0.387
H -1.966 2.396 -1.215  0.379
N -0.711 2.238 5.369  -0.610
C 0.141 2.770 4.797  0.611
N 1.154 3.381 4.216  -0.691
C 1.458 3.099 3.018  0.587
N 1.805 2.974 1.899  -0.594

Calculated values
- lowest unoccupied orbital energy (eV) = -0.028
- charge = 0
- total energy (Ha) = -1776.47688

---

2.
Computed, not measured: 5 unconnected molecules or ions with the total composition C26H24Br2N4O8, with ωB97M-V/def2-TZVPD.

Last column: Mulliken charge in e.
Atoms and positions in Å:
O -7.724 9.257 14.970  -0.612
N -6.941 9.301 15.923  1.019
O -5.822 9.760 15.900  -0.548
C -7.420 8.743 17.239  0.157
C -6.550 8.737 18.289  -0.153
C -6.976 8.114 19.509  -0.485
C -8.190 7.443 19.615  -0.671
C -8.985 7.462 18.485  -0.397
C -8.628 8.066 17.289  -0.507
H -5.546 9.148 18.320  0.334
H -6.357 8.103 20.366  0.448
H -8.466 7.061 20.538  0.552
H -9.978 7.068 18.596  0.377
H -9.298 8.089 16.423  0.446
O 0.274 6.901 16.532  -0.427
N 0.063 7.190 15.379  0.816
O 0.846 7.605 14.509  -0.594
C -1.342 6.997 14.946  0.070
C -2.176 6.069 15.526  -0.041
C -3.487 6.072 15.248  -0.040
C -4.027 6.993 14.383  -0.537
C -3.189 7.940 13.762  -0.394
C -1.812 7.949 14.021  -0.728
H -1.742 5.345 16.211  0.346
H -4.141 5.485 15.914  0.167
H -5.077 7.095 14.250  0.523
H -3.613 8.795 13.133  0.275
H -1.236 8.738 13.606  0.437
O -0.656 2.325 19.911  -0.646
N -0.176 3.360 19.480  1.107
O 0.193 3.454 18.322  -0.598
C -0.062 4.530 20.403  0.450
C -0.651 4.506 21.655  -0.420
C -0.466 5.563 22.541  -0.593
C 0.548 6.488 22.251  -0.454
C 1.165 6.490 20.980  -0.557
C 0.864 5.507 20.042  -0.384
H -1.390 3.758 21.904  0.435
H -0.987 5.589 23.511  0.413
H 0.879 7.230 22.948  0.416
H 2.006 7.170 20.869  0.386
H 1.297 5.468 19.077  0.521
O -7.281 3.336 18.831  -0.612
N -6.349 2.649 18.495  1.046
O -6.409 1.469 18.185  -0.628
C -5.036 3.308 18.418  -0.246
C -4.923 4.636 18.798  -0.585
C -3.691 5.250 18.674  -0.588
C -2.595 4.583 18.128  -0.566
C -2.831 3.349 17.576  -0.094
C -4.057 2.633 17.768  -0.784
H -5.778 5.220 19.099  0.677
H -3.396 6.275 18.949  -0.157
H -1.576 4.905 18.090  1.582
H -2.053 2.840 16.968  0.390
H -4.089 1.701 17.320  0.576
Br -2.113 8.630 20.194  -0.145
C -1.050 8.318 18.630  0.418
C -0.980 9.579 17.846  -0.586
Br -2.720 10.080 17.092  -0.124
H -1.497 7.504 18.029  -0.365
H -0.010 8.047 18.971  0.133
H -0.347 9.440 16.940  0.270
H -0.628 10.541 18.288  0.482

Calculated values
- SMILES = O=[N+]([O-])c1ccccc1.O=[N+]([O-])c1ccccc1.O=[N+]([O-])c1ccccc1.O=[N+]([O-])c1ccccc1.BrCCBr
- lowest unoccupied orbital energy (eV) = -0.830
- charge = 0
- total energy (Ha) = -6973.72168
- ΔE to the lowest compared entry with this formula, charge and spin (kJ/mol) = 112.8

---

3.
Computed, not measured: a molecular structure, C26H24BrCrN6O2S, with ωB97M-V/def2-TZVPD.

Last column: Mulliken charge in e.
Atoms and positions in Å:
Cr -0.193 -0.002 0.301  -0.028
C -0.947 -4.929 -0.914  -0.800
N -1.274 -3.747 -1.714  0.143
C -2.226 -3.698 -2.717  -0.629
C -2.236 -2.448 -3.198  -0.443
N -1.275 -1.725 -2.484  0.499
C -0.707 -2.547 -1.559  0.058
S 0.489 -2.210 -0.392  -0.432
C -0.850 -0.419 -2.852  0.509
C -1.040 -0.019 -4.168  -0.993
C -0.642 1.247 -4.544  -0.695
C -0.041 2.070 -3.605  -1.293
C 0.120 1.583 -2.331  -0.193
N -0.280 0.358 -1.932  1.092
H -1.642 -5.717 -1.184  0.332
H -1.044 -4.692 0.143  0.322
H 0.071 -5.250 -1.120  0.345
H -2.820 -4.554 -2.984  0.466
H -2.860 -2.005 -3.951  0.508
H -1.454 -0.697 -4.897  0.541
H -0.783 1.575 -5.565  0.450
H 0.301 3.064 -3.854  0.496
H 0.578 2.202 -1.574  0.518
C 5.240 -0.090 -0.889  -0.463
C 5.069 -1.013 0.137  -0.715
C 3.885 -1.054 0.854  -0.397
C 2.880 -0.157 0.527  0.222
C 3.035 0.763 -0.495  0.489
C 4.225 0.802 -1.205  -1.043
N 1.621 -0.169 1.228  1.128
N 1.658 -0.484 2.434  -0.837
C 0.387 -0.518 3.034  0.060
C 0.329 -0.739 4.405  -0.582
C -0.908 -0.693 5.026  -0.622
C -2.041 -0.420 4.269  -0.746
C -1.964 -0.215 2.888  -0.055
C -0.741 -0.278 2.239  0.715
H 6.167 -0.068 -1.445  0.431
H 5.862 -1.708 0.378  0.415
H 3.735 -1.770 1.651  0.497
H 2.246 1.471 -0.715  0.017
H 4.362 1.529 -1.994  0.441
H 1.240 -0.931 4.957  0.519
H -0.992 -0.856 6.091  0.431
H -3.005 -0.363 4.760  0.450
H -2.876 -0.002 2.344  0.358
O -1.381 5.863 1.888  -0.501
C -1.035 4.634 1.528  0.809
C 0.218 4.069 1.774  -0.796
C 0.449 2.785 1.352  -0.798
N -0.469 2.043 0.699  0.719
C -1.663 2.607 0.486  0.133
Br -2.944 1.525 -0.388  -0.054
C -2.004 3.878 0.863  -0.746
H -0.668 6.325 2.349  0.328
H 0.997 4.615 2.290  0.390
H 1.403 2.311 1.540  0.449
H -2.984 4.288 0.666  0.527
O -2.605 -1.716 0.236  -0.459
H -3.534 -1.462 0.305  0.232
H -2.436 -2.242 1.028  0.281

Calculated values
- spin multiplicity = 4
- lowest unoccupied orbital energy (alpha / beta) (eV) = -6.177 / -6.462
- charge = +2
- total energy (Ha) = -5500.40723

---

4.
Computed, not measured: a molecular structure, C26H24Cl2F6OsP2S4Sb, with ωB97M-V/def2-TZVPD.

Last column: Mulliken charge in e.
Atoms and positions in Å:
Os -0.652 0.024 -0.756  2.093
S -0.287 -1.573 1.552  0.113
S -1.534 -3.063 1.425  0.131
S -2.694 -2.765 -0.341  -0.007
S -2.824 -0.768 -0.513  -0.087
F 1.245 0.913 -1.538  -0.748
Sb 2.796 0.258 -0.330  2.368
F 1.410 0.700 0.974  -0.500
F 1.733 -1.343 -0.596  -0.570
F 3.812 -0.538 0.994  -0.479
F 3.692 -0.164 -1.911  -0.488
F 3.346 2.035 -0.246  -0.494
C -2.707 2.753 0.011  -1.232
P -1.170 1.877 0.597  -0.731
C -0.022 3.275 0.660  1.364
C 0.610 3.660 -0.526  -0.456
C 1.481 4.737 -0.536  -0.995
C 1.730 5.432 0.639  -0.691
C 1.099 5.058 1.817  -0.853
C 0.218 3.987 1.834  -0.698
C -1.588 1.367 2.282  0.836
C -0.584 1.233 3.244  -0.185
C -0.914 0.873 4.539  -0.787
C -2.232 0.593 4.872  -0.681
C -3.224 0.662 3.902  -0.716
C -2.906 1.043 2.609  -0.733
P -2.472 3.516 -1.649  0.913
C -3.476 4.992 -1.694  0.713
C -3.458 5.875 -0.600  -0.436
C -4.264 6.993 -0.617  -0.773
C -5.053 7.265 -1.734  -0.445
C -5.038 6.414 -2.837  -0.738
C -4.235 5.292 -2.837  -0.488
C -3.074 2.386 -2.927  0.531
C -2.396 2.319 -4.145  -0.245
C -2.910 1.553 -5.179  -0.804
C -4.101 0.862 -5.005  -0.497
C -4.792 0.954 -3.802  -0.881
C -4.284 1.705 -2.758  -0.255
H -2.924 3.537 0.736  0.805
H -3.544 2.058 -0.042  0.593
H 0.459 3.088 -1.435  0.429
H 1.985 5.020 -1.450  0.504
H 2.423 6.262 0.640  0.464
H 1.288 5.605 2.731  0.477
H -0.285 3.729 2.754  0.556
H 0.452 1.407 2.984  0.555
H -0.136 0.791 5.286  0.470
H -2.484 0.307 5.884  0.439
H -4.248 0.417 4.149  0.484
H -3.692 1.081 1.867  0.250
H -2.814 5.691 0.251  0.353
H -4.267 7.667 0.229  0.432
H -5.664 8.158 -1.754  0.417
H -5.648 6.633 -3.702  0.431
H -4.217 4.634 -3.696  0.429
H -1.477 2.874 -4.288  0.515
H -2.391 1.507 -6.126  0.487
H -4.504 0.265 -5.813  0.452
H -5.744 0.455 -3.681  0.465
H -4.857 1.794 -1.845  0.512
Cl -0.455 -1.426 -2.671  -0.094
C 0.926 -1.195 -3.785  -0.317
Cl 0.879 0.377 -4.572  -0.079
H 0.827 -1.972 -4.535  0.416
H 1.842 -1.290 -3.211  0.184

Calculated values
- spin multiplicity = 6
- lowest unoccupied orbital energy (alpha / beta) (eV) = -6.351 / -8.816
- charge = +2
- total energy (Ha) = -5130.64277

---

What is the total energy in the third record?
-5500.40723 Ha